{"formula": "C9H17NO3", "method": "wB97M-V/def2-TZVPD", "elements": ["C", "C", "C", "O", "C", "C", "C", "N", "C", "C", "C", "O", "O", "H", "H", "H", "H", "H", "H", "H", "H", "H", "H", "H", "H", "H", "H", "H", "H", "H"], "coordinates": [[4.436, -0.405, 0.554], [2.914, -0.297, 0.563], [2.353, -0.364, -0.852], [1.042, 0.160, -0.982], [0.050, -0.633, -0.370], [-1.228, 0.183, -0.101], [-0.935, 1.668, -0.023], [-2.151, 2.451, 0.228], [-2.392, -0.170, -1.072], [-3.476, -0.760, -0.167], [-2.694, -1.165, 1.054], [-2.839, -2.091, 1.786], [-1.700, -0.245, 1.216], [4.756, -1.358, 0.128], [4.837, -0.350, 1.566], [4.884, 0.399, -0.034], [2.507, -1.101, 1.179], [2.597, 0.649, 1.011], [2.970, 0.240, -1.519], [2.383, -1.397, -1.227], [-0.181, -1.488, -1.020], [0.390, -1.029, 0.591], [-0.488, 1.972, -0.969], [-0.186, 1.820, 0.759], [-2.857, 1.868, 0.665], [-1.961, 3.182, 0.903], [-2.054, -0.905, -1.800], [-2.739, 0.709, -1.612], [-4.064, -1.569, -0.591], [-4.172, 0.027, 0.136]], "atomic_forces_ev_per_a": [[0.0, 0.0, 0.1], [0.0, 0.0, 0.0], [0.0, -0.1, -0.1], [0.0, 0.1, 0.1], [0.1, -0.1, 0.0], [-0.2, 0.1, 0.0], [-0.1, 0.1, 0.2], [-0.1, -0.1, 0.0], [0.0, 0.0, 0.0], [0.0, 0.2, -0.2], [0.0, 0.2, -0.1], [-0.2, -0.1, 0.3], [0.2, -0.3, -0.3], [0.0, 0.0, 0.0], [0.0, 0.0, 0.0], [0.0, 0.0, 0.0], [0.0, 0.0, 0.0], [0.0, 0.0, 0.0], [0.0, 0.0, 0.0], [0.0, 0.0, 0.0], [0.0, 0.0, 0.1], [0.0, 0.1, 0.0], [0.0, 0.0, 0.0], [0.0, 0.0, -0.1], [0.1, 0.0, 0.1], [0.0, 0.1, -0.1], [0.0, 0.0, 0.0], [0.0, 0.0, 0.0], [0.1, -0.1, 0.0], [0.0, -0.1, 0.1]], "relative_energy_ev": 1.759, "lumo_energy_ha": 0.0303, "smiles": "CCCOC[C@@]1(CN)CCC(=O)O1", "total_charge": 0, "e_homo_ev": -9.51, "orbital_gap_ev": 10.34, "total_energy_ev": -17241.089}

---

{"formula": "C9H17NOS", "method": "wB97M-V/def2-TZVPD", "elements": ["C", "C", "C", "C", "C", "C", "C", "C", "C", "N", "O", "S", "H", "H", "H", "H", "H", "H", "H", "H", "H", "H", "H", "H", "H", "H", "H", "H", "H"], "coordinates": [[0.253, 0.168, -2.148], [-1.990, 3.236, -1.847], [-0.649, -1.890, 0.308], [-1.037, -0.937, 1.136], [-0.628, 1.184, 0.034], [0.338, -4.143, 0.909], [2.306, 1.788, 0.805], [-0.882, -3.278, 0.602], [0.986, 2.521, 1.029], [-0.489, 0.378, 0.973], [0.011, 2.310, 0.001], [-1.251, 0.662, -1.723], [1.214, 0.235, -1.515], [0.615, 0.096, -3.233], [-1.431, 2.743, -2.588], [-1.685, 4.238, -1.746], [-0.087, -1.543, -0.486], [-1.540, -0.886, 2.144], [0.584, -4.879, 0.111], [0.211, -4.700, 1.847], [1.221, -3.545, 0.962], [2.293, 1.433, -0.285], [3.246, 2.350, 0.958], [2.402, 0.841, 1.391], [-1.460, -3.356, 1.572], [-1.319, -3.875, -0.253], [1.143, 3.627, 1.080], [0.492, 2.297, 1.997], [-2.868, 2.929, -2.033]], "atomic_forces_ev_per_a": [[4.4, -0.5, -1.9], [5.6, 1.5, -0.3], [-1.1, 0.3, 1.9], [0.6, 2.6, 1.2], [-0.2, -2.4, -1.0], [0.9, -0.9, -0.4], [0.1, -1.7, -1.3], [-1.1, -3.1, 0.5], [0.1, 1.5, 1.7], [-1.1, -0.5, 0.5], [0.8, 1.8, -0.7], [-0.4, 0.1, 2.4], [-2.1, 0.0, -0.6], [-1.3, 0.1, 1.5], [1.2, 0.2, -0.8], [0.0, 1.1, 0.9], [1.2, 0.1, -1.7], [0.2, -1.2, -1.4], [-0.4, 0.4, 0.5], [0.2, 0.2, -0.3], [0.8, 0.5, 0.4], [0.3, 0.6, 1.4], [-0.8, 0.1, 0.0], [-0.3, 0.8, -0.3], [-0.2, 0.2, -1.5], [-0.5, 1.1, 1.0], [-0.1, -0.8, -0.5], [0.5, -0.2, -0.5], [-7.0, -1.6, -0.4]], "relative_energy_ev": 8.082, "lumo_energy_ha": [0.0054, 0.0128], "total_charge": 0, "e_homo_ev": [-6.97, -8.39], "orbital_gap_ev": [7.12, 8.74], "total_energy_ev": -23973.792}

---

{"formula": "C9H18AgN5O7SSeTe", "method": "wB97M-V/def2-TZVPD", "elements": ["Ag", "C", "Te", "C", "H", "H", "H", "H", "H", "H", "C", "C", "N", "O", "H", "H", "H", "H", "H", "O", "S", "N", "C", "N", "C", "C", "C", "N", "C", "O", "N", "H", "H", "H", "H", "H", "H", "H", "O", "Se", "O", "O", "O"], "coordinates": [[-0.615, -0.109, 0.364], [-4.275, 2.517, 0.000], [-2.190, 2.175, -0.467], [-1.727, 4.179, 0.186], [-4.691, 3.325, -0.606], [-4.394, 2.754, 1.060], [-4.788, 1.580, -0.224], [-2.074, 4.346, 1.211], [-2.206, 4.901, -0.482], [-0.640, 4.301, 0.141], [-0.657, -4.372, 0.279], [-1.370, -3.238, 0.983], [-2.726, -3.211, 0.819], [-0.772, -2.427, 1.674], [-1.074, -5.331, 0.596], [0.406, -4.322, 0.503], [-0.812, -4.253, -0.798], [-3.039, -3.535, -0.092], [-3.090, -2.273, 0.963], [2.170, 3.817, -0.817], [1.768, 2.529, -1.453], [0.562, 1.790, -1.068], [4.083, 1.778, 1.901], [3.558, 0.663, 1.113], [4.136, 0.337, -0.063], [3.580, -0.552, -0.900], [2.291, -1.065, -0.540], [1.689, -0.740, 0.581], [2.264, 0.169, 1.441], [1.744, 0.558, 2.473], [1.666, -1.950, -1.353], [5.172, 1.713, 1.934], [3.670, 1.705, 2.900], [3.776, 2.725, 1.457], [5.072, 0.833, -0.279], [4.046, -0.812, -1.840], [1.954, -1.900, -2.317], [0.632, -1.937, -1.265], [-3.473, -2.703, -1.922], [-2.636, -1.315, -1.631], [-2.836, -0.235, -2.826], [-3.117, -0.677, -0.173], [-1.034, -1.740, -1.461]], "atomic_forces_ev_per_a": [[-0.1, 0.1, 0.2], [0.0, -0.2, 0.1], [-0.4, 0.6, 0.0], [0.2, 0.0, 0.0], [0.1, -0.1, 0.0], [0.0, 0.0, -0.1], [0.1, 0.1, 0.0], [0.0, -0.1, -0.1], [0.1, -0.1, 0.1], [-0.2, -0.1, 0.0], [0.0, 0.0, -0.1], [-0.3, -0.1, -0.1], [0.4, -0.3, 0.3], [0.1, -0.1, 0.3], [0.0, 0.0, 0.0], [0.0, 0.0, 0.0], [0.0, 0.0, 0.1], [-0.1, -0.1, -0.1], [-0.1, 0.1, 0.0], [0.0, 0.0, 0.0], [0.0, 0.0, 0.0], [0.5, 0.1, 0.0], [-0.1, -0.2, -0.2], [-0.2, 0.3, 0.1], [0.2, 0.0, 0.1], [0.0, -0.1, -0.2], [-0.1, -0.4, -0.1], [0.4, 0.7, 0.4], [0.0, -0.2, 0.1], [0.0, -0.1, -0.2], [0.0, 0.4, 0.0], [0.0, 0.0, 0.0], [0.0, 0.0, 0.1], [0.0, 0.1, 0.0], [0.0, 0.0, 0.0], [0.0, 0.0, 0.0], [0.0, -0.1, 0.0], [0.1, -0.2, -0.1], [0.1, 0.1, 0.1], [-0.6, -0.5, -0.7], [0.1, -0.1, 0.1], [0.1, 0.2, -0.3], [-0.2, 0.2, 0.1]], "relative_energy_ev": 0.163, "lumo_energy_ha": 0.1682, "total_charge": -2, "e_homo_ev": -1.47, "orbital_gap_ev": 6.05, "total_energy_ev": -118881.546}

---

{"formula": "C9H18BF5N2O2P", "method": "wB97M-V/def2-TZVPD", "elements": ["C", "C", "O", "N", "C", "C", "C", "C", "P", "F", "N", "C", "C", "C", "O", "H", "H", "H", "H", "H", "H", "H", "H", "H", "H", "H", "H", "H", "H", "H", "H", "H", "H", "B", "F", "F", "F", "F"], "coordinates": [[1.651, -2.483, 1.540], [1.080, -1.012, 2.006], [1.806, 0.105, 1.881], [-0.348, -0.914, 2.571], [-1.233, -0.821, 1.323], [-1.450, 0.737, 0.800], [-1.897, 0.775, -0.777], [-0.791, 0.175, -1.828], [0.445, 1.537, -2.469], [-0.504, 2.978, -2.765], [1.609, 1.730, -1.133], [2.914, 1.005, -1.375], [1.847, 3.177, -0.762], [0.801, 3.860, 0.311], [2.862, 3.922, -1.209], [2.815, -2.396, 1.419], [1.432, -3.279, 2.375], [1.158, -2.818, 0.522], [-0.454, -0.012, 3.115], [-0.793, -1.535, 0.505], [-2.278, -1.279, 1.644], [-0.552, 1.434, 1.080], [-2.386, 1.143, 1.419], [-2.858, 0.077, -0.868], [-2.268, 1.863, -1.094], [-0.161, -0.727, -1.420], [-1.387, -0.158, -2.805], [3.479, 1.340, -2.364], [3.640, 1.312, -0.482], [2.829, -0.176, -1.309], [-0.312, 3.517, 0.154], [0.921, 5.026, 0.238], [1.163, 3.536, 1.392], [-2.555, -4.328, -0.327], [-2.549, -2.936, -0.748], [-1.219, -4.711, 0.099], [-3.483, -4.495, 0.780], [-2.970, -5.169, -1.438]], "atomic_forces_ev_per_a": [[-0.1, 0.5, 0.4], [1.8, 4.5, -0.1], [-3.7, -6.3, 0.9], [2.3, 0.6, -1.9], [-1.2, -0.3, 0.0], [-1.0, -0.3, 0.3], [-0.8, -0.7, 0.3], [-1.2, 1.1, 0.0], [-0.5, -0.8, -1.5], [1.3, -2.2, 1.7], [0.7, 3.1, 0.8], [2.0, -0.1, 0.2], [2.9, 3.0, -1.1], [0.7, -0.2, -0.1], [-5.5, -4.8, 2.6], [-2.4, 0.0, 0.1], [0.2, 1.6, -1.8], [0.9, 0.6, 2.2], [0.6, -1.2, -1.0], [-1.0, 1.5, 1.5], [2.1, 1.0, -1.0], [-1.4, -1.6, -0.8], [2.0, -0.8, -1.3], [2.0, 1.4, 0.3], [1.1, -2.3, 0.6], [-1.2, 1.8, -0.8], [1.5, 0.6, 2.1], [-1.4, -0.8, 1.9], [-1.7, -0.7, -1.9], [-0.3, 2.6, -0.3], [2.3, 0.6, 0.2], [-0.3, -2.4, 0.0], [-0.8, 0.5, -2.3], [-0.2, -0.4, 0.0], [0.1, -1.2, 0.4], [-1.3, 0.5, -0.4], [1.1, 0.3, -1.2], [0.5, 1.0, 1.2]], "lumo_energy_ha": 0.0959, "total_charge": -1, "e_homo_ev": -6.37, "orbital_gap_ev": 8.98, "total_energy_ev": -40257.030}